1.
{"formula": "C5H8BrN", "method": "ωB97M-V with the def2-TZVPD basis set", "e_above_lowest_kcal_mol": 82.54, "largest_force_ev_per_a": 5.3, "homo_lumo_gap_ev": 9.10, "elements": ["C", "C", "C", "C", "C", "N", "Br", "H", "H", "H", "H", "H", "H", "H", "H"], "positions_angstrom": [[-1.1855, -0.0959, 0.1535], [-0.6634, 0.9782, 0.0549], [2.3386, 0.0070, -0.6027], [-1.9957, -1.3683, 0.2503], [0.0119, 2.2297, -0.0836], [1.5029, -0.9545, -0.3541], [4.1503, -0.1618, 0.0795], [0.5908, -0.9601, -0.7812], [-2.7246, -1.5924, -0.6751], [-2.6543, -1.5066, 1.1808], [-1.3854, -2.1929, 0.4073], [1.1209, 1.8900, -0.1126], [-0.4394, 2.7296, -0.8401], [-0.1951, 2.6720, 0.9218], [1.5280, -1.6740, 0.4015]], "atomic_forces_ev_per_a": [[-2.079, -1.354, 0.241], [-0.872, -1.223, -0.230], [-0.094, 0.227, -1.130], [-2.712, 1.082, -0.483], [2.454, -2.267, 4.153], [0.815, -1.417, 1.530], [-0.671, -0.398, 0.434], [-0.051, 0.761, -0.195], [1.877, 0.749, 1.940], [0.716, 1.102, -1.210], [1.497, -1.678, -0.341], [-1.558, 1.427, -0.604], [-0.532, 2.010, -2.441], [0.461, 0.505, -0.907], [0.749, 0.475, -0.756]], "lowdin_charge": [-0.112, -0.160, -0.614, -0.116, -0.084, -0.043, 0.504, 0.055, 0.122, 0.092, 0.011, 0.074, 0.043, 0.103, 0.124]}


2.
{"formula": "C44H112N12O14P4S5", "method": "ωB97M-V with the def2-TZVPD basis set", "largest_force_ev_per_a": 2.9, "homo_lumo_gap_ev": 8.96, "smiles": "CN(C)P(=O)(N(C)C)N(C)C.CN(C)P(=O)(N(C)C)N(C)C.CN(C)P(=O)(N(C)C)N(C)C.CN(C)P(=O)(N(C)C)N(C)C.O=S1(=O)CCCC1.O=S1(=O)CCCC1.O=S1(=O)CCCC1.O=S1(=O)CCCC1.O=S1(=O)CCCC1", "elements": ["O", "P", "N", "C", "C", "N", "C", "C", "N", "C", "C", "H", "H", "H", "H", "H", "H", "H", "H", "H", "H", "H", "H", "H", "H", "H", "H", "H", "H", "O", "P", "N", "C", "C", "N", "C", "C", "N", "C", "C", "H", "H", "H", "H", "H", "H", "H", "H", "H", "H", "H", "H", "H", "H", "H", "H", "H", "H", "O", "P", "N", "C", "C", "N", "C", "C", "N", "C", "C", "H", "H", "H", "H", "H", "H", "H", "H", "H", "H", "H", "H", "H", "H", "H", "H", "H", "H", "O", "P", "N", "C", "C", "N", "C", "C", "N", "C", "C", "H", "H", "H", "H", "H", "H", "H", "H", "H", "H", "H", "H", "H", "H", "H", "H", "H", "H", "C", "C", "C", "S", "O", "O", "C", "H", "H", "H", "H", "H", "H", "H", "H", "C", "C", "C", "S", "O", "O", "C", "H", "H", "H", "H", "H", "H", "H", "H", "C", "C", "C", "S", "O", "O", "C", "H", "H", "H", "H", "H", "H", "H", "H", "C", "C", "C", "S", "O", "O", "C", "H", "H", "H", "H", "H", "H", "H", "H", "C", "C", "C", "S", "O", "O", "C", "H", "H", "H", "H", "H", "H", "H", "H"], "positions_angstrom": [[-1.7932, 0.6693, -0.9084], [-3.1795, 0.1664, -0.8643], [-3.1312, -1.4900, -1.0279], [-2.2366, -2.0690, -2.0348], [-4.1749, -2.4944, -0.7076], [-4.1721, 0.8467, -2.0661], [-3.7316, 1.3615, -3.4003], [-5.4029, -0.0245, -2.2002], [-4.1375, 0.3824, 0.4861], [-3.6150, -0.2853, 1.7204], [-4.9235, 1.5461, 0.6442], [-1.9701, -3.1226, -1.8003], [-1.2869, -1.5331, -2.1742], [-2.7248, -1.9587, -3.0092], [-4.9721, -2.0777, -0.0813], [-3.7566, -3.3929, -0.2111], [-4.6377, -2.8219, -1.6638], [-3.1839, 2.2880, -3.3724], [-3.0726, 0.5871, -3.9491], [-4.5974, 1.5236, -4.0776], [-5.7754, -0.1231, -1.1380], [-6.1663, 0.5235, -2.7554], [-5.2889, -0.9722, -2.7105], [-3.5212, 0.4834, 2.4788], [-4.2395, -1.1481, 1.9441], [-2.5753, -0.5992, 1.5408], [-5.3385, 1.8401, -0.3248], [-4.4420, 2.3801, 1.0981], [-5.8170, 1.3845, 1.2793], [-0.7929, 2.6223, 2.9183], [-0.2790, 3.1354, 4.2093], [-1.3263, 4.1991, 4.9679], [-1.8198, 5.2938, 4.0680], [-1.5666, 4.3483, 6.3677], [1.1053, 4.0588, 3.9620], [2.2337, 3.2759, 3.3756], [1.5214, 5.3598, 4.4937], [0.0492, 1.9229, 5.3722], [-0.5423, 0.5764, 5.4065], [1.0244, 2.2113, 6.4428], [-1.5307, 6.2875, 4.4587], [-2.8816, 5.2659, 4.1260], [-1.4470, 5.2583, 3.0575], [-0.8044, 4.8423, 6.9840], [-1.7705, 3.3529, 6.8184], [-2.3820, 4.9968, 6.5379], [3.0848, 3.2167, 4.0443], [1.9504, 2.2810, 3.1700], [2.6294, 3.6896, 2.4635], [2.5942, 5.4875, 4.3716], [1.0816, 6.1456, 3.8316], [1.2969, 5.5446, 5.5349], [-1.0493, 0.3959, 6.3330], [-1.2064, 0.4704, 4.5581], [0.2623, -0.1244, 5.3815], [1.1632, 1.2869, 7.0080], [0.5941, 3.0161, 7.0436], [2.0096, 2.4697, 6.0393], [-0.2222, -5.8928, 3.5932], [-1.5512, -5.5520, 4.1860], [-2.2991, -4.0688, 4.0019], [-2.8675, -3.8018, 2.6328], [-1.5538, -2.9067, 4.5418], [-1.4340, -5.6249, 5.8607], [-2.5343, -5.3209, 6.7601], [-0.3765, -6.5509, 6.3332], [-2.7080, -6.6506, 3.5902], [-4.1642, -6.4945, 3.7975], [-2.2931, -7.7369, 2.7199], [-2.0758, -3.6433, 1.8822], [-3.3667, -2.8563, 2.7668], [-3.5282, -4.6325, 2.3977], [-2.0557, -1.9645, 4.2256], [-0.5097, -2.9456, 4.2228], [-1.6221, -2.8189, 5.6144], [-3.1595, -6.1786, 7.0521], [-2.2777, -4.9072, 7.7658], [-3.1729, -4.5343, 6.3049], [-0.1724, -6.3118, 7.3798], [-0.8226, -7.5538, 6.2659], [0.5143, -6.4604, 5.7164], [-4.6290, -7.3703, 4.2710], [-4.4171, -5.5910, 4.3682], [-4.7013, -6.4286, 2.8296], [-2.5126, -7.4369, 1.6932], [-2.8411, -8.6925, 3.0276], [-1.2272, -7.9088, 2.7982], [2.2778, 1.1477, -6.1086], [1.9669, 2.5370, -5.7310], [3.4509, 3.4081, -5.6225], [4.7127, 2.6963, -5.3925], [3.2731, 4.7064, -4.9446], [1.2094, 2.7187, -4.2345], [-0.1020, 1.9688, -4.1431], [2.1615, 2.1442, -3.2348], [0.9104, 3.2859, -6.7965], [1.2776, 3.1433, -8.2201], [0.1291, 4.5578, -6.5370], [5.5459, 3.2877, -5.8491], [4.5538, 1.7553, -5.8336], [4.9234, 2.5215, -4.3511], [3.9451, 5.4774, -5.2965], [3.3988, 4.7101, -3.8037], [2.3002, 5.0948, -5.0722], [-0.4906, 2.0068, -3.1304], [-0.8466, 2.3672, -4.8639], [-0.0706, 0.9114, -4.4576], [3.0522, 2.7939, -3.0991], [1.7619, 2.1693, -2.2449], [2.5141, 1.1580, -3.4820], [0.3621, 3.1635, -8.7945], [2.0056, 3.8522, -8.5033], [1.7075, 2.1298, -8.4349], [-0.8011, 4.5633, -7.1924], [0.8144, 5.4567, -6.7319], [-0.1324, 4.6248, -5.4695], [4.7166, 1.6942, -0.9321], [5.3638, 3.0844, -1.2251], [5.5186, 3.8428, 0.0795], [6.0724, 2.4457, 1.1173], [5.0889, 2.3150, 2.2091], [7.5014, 2.5818, 1.2934], [5.6977, 1.0634, 0.0519], [4.3991, 1.1491, -1.8368], [3.7431, 1.8455, -0.4647], [4.6271, 3.6595, -1.8027], [6.2964, 2.9438, -1.7822], [4.6013, 4.3024, 0.4421], [6.3032, 4.5760, -0.0018], [5.3521, 0.2454, 0.6677], [6.6523, 0.7545, -0.3687], [-1.8203, 4.8028, -0.2808], [-1.4862, 5.2902, -1.7396], [0.0306, 5.1465, -2.0509], [0.7093, 4.7088, -0.3700], [0.7437, 5.8368, 0.5070], [1.9270, 3.9339, -0.5811], [-0.7489, 3.7553, 0.0970], [-2.7644, 4.2574, -0.2739], [-1.9302, 5.6306, 0.4695], [-1.7655, 6.3349, -1.8667], [-2.0478, 4.6825, -2.4470], [0.5582, 6.0249, -2.4367], [0.3559, 4.2187, -2.6109], [-0.4823, 3.6238, 1.1561], [-0.9113, 2.8842, -0.4847], [1.4332, -7.0605, -1.2847], [2.1305, -6.7136, 0.0431], [1.4039, -5.5397, 0.6418], [-0.1952, -5.4150, -0.1672], [-0.0151, -4.4145, -1.2121], [-1.3513, -5.4083, 0.6655], [-0.0615, -7.0010, -1.0700], [1.7842, -7.9834, -1.7439], [1.6996, -6.3340, -2.0983], [3.2174, -6.5685, -0.0901], [2.0520, -7.5712, 0.7089], [1.8903, -4.6206, 0.3414], [1.2770, -5.5386, 1.6892], [-0.6032, -6.8959, -1.9641], [-0.4432, -7.8436, -0.5187], [2.3250, -1.9264, -4.3990], [2.1997, -2.0563, -5.9872], [0.8485, -1.5207, -6.3921], [-0.3127, -1.9821, -5.0589], [-0.5854, -3.3949, -5.1023], [-1.4210, -1.0687, -4.9282], [0.9765, -1.6517, -3.8428], [2.9674, -1.1384, -4.0422], [2.7144, -2.8824, -4.0787], [2.3604, -3.0616, -6.3142], [2.9887, -1.4324, -6.4309], [0.4108, -1.9486, -7.2785], [0.9162, -0.4406, -6.5713], [0.8017, -2.2786, -2.9730], [0.8620, -0.6092, -3.5336], [0.1296, -1.4178, 1.5362], [0.3382, 0.1271, 1.7460], [1.7057, 0.5058, 1.1383], [2.1704, -0.8551, -0.0189], [3.1008, -1.7542, 0.6257], [2.5726, -0.2193, -1.2661], [0.5808, -1.6637, 0.1296], [-0.9185, -1.6370, 1.4892], [0.6537, -1.9828, 2.2604], [0.3189, 0.3598, 2.7960], [-0.5166, 0.6566, 1.3131], [2.5065, 0.5985, 1.9251], [1.6747, 1.3654, 0.4965], [0.5463, -2.6777, -0.2531], [-0.0033, -1.0185, -0.5444]], "atomic_forces_ev_per_a": [[0.223, 0.633, -0.002], [-0.577, -0.367, -0.955], [-0.045, -1.123, 0.876], [0.425, 0.179, -0.587], [-0.133, 0.465, -0.417], [-0.915, -0.808, -1.011], [0.747, -2.137, -0.666], [-0.151, 1.696, 1.411], [1.570, -1.397, 0.083], [0.382, 0.793, -1.368], [-2.184, 0.392, -0.004], [-0.418, 0.700, -0.148], [-0.414, 0.093, 0.513], [0.044, -0.615, -0.078], [0.279, 0.005, -0.099], [0.056, 0.554, -0.206], [0.124, -0.023, 0.539], [0.251, 0.325, 0.482], [-0.835, 1.132, 0.774], [0.253, -0.119, 0.779], [0.108, -0.464, -1.393], [0.069, 0.175, 0.039], [0.468, -0.306, 0.086], [-0.388, -0.136, 0.530], [0.013, 0.197, 0.470], [-0.479, -0.157, 0.015], [0.296, 0.157, 0.207], [0.877, 0.815, 0.280], [0.355, -0.398, -0.106], [-0.140, -0.285, 0.637], [0.383, 0.431, 1.297], [0.501, 0.574, -2.003], [0.738, 0.331, 1.851], [0.572, -1.152, 0.824], [0.993, -1.599, 0.120], [-0.088, 1.140, 0.582], [-0.749, 0.496, -1.357], [0.175, 0.811, -0.844], [0.399, 1.445, -0.513], [-0.559, -0.184, -0.749], [0.129, -0.355, -0.004], [-1.044, -0.014, -0.447], [0.066, -0.519, -0.261], [0.612, -0.162, -0.351], [0.021, 0.660, -0.139], [-1.448, 0.424, -0.079], [0.132, 0.083, 0.425], [-0.595, -1.100, -0.245], [-0.142, 0.412, -0.530], [0.119, -0.321, 0.040], [0.159, -0.261, 0.784], [-0.351, -0.086, 0.279], [-0.681, 0.068, 0.587], [-0.123, -0.212, -0.093], [0.539, -0.850, -0.392], [-0.129, 0.270, 0.246], [0.606, -0.147, 0.423], [-0.205, 0.224, 0.073], [-0.766, 0.587, 0.219], [-0.561, -1.049, 0.211], [0.283, 0.203, -0.771], [1.050, 0.197, 1.222], [-0.671, 0.306, -0.517], [0.757, 0.398, -0.150], [-0.637, 0.587, 0.473], [-1.417, 0.142, 0.258], [-0.077, 1.001, 1.018], [0.176, -0.213, -0.589], [-0.992, -0.707, 0.355], [-0.413, -0.355, 0.216], [-0.673, 0.093, -0.250], [0.048, 0.364, -0.423], [0.458, -0.635, -0.358], [-0.020, 0.367, 0.065], [0.192, -0.562, 0.510], [0.007, -0.143, -0.548], [0.715, -0.130, -0.808], [0.270, -0.681, 0.133], [0.137, -0.094, -0.098], [0.629, -0.181, 0.207], [-0.149, -0.046, 0.098], [0.392, 0.084, 0.252], [0.311, -0.333, -0.086], [0.354, 0.156, 0.150], [-0.117, -0.492, -0.196], [0.635, 1.165, -0.583], [0.117, 0.054, 0.104], [0.077, -0.343, -0.399], [0.493, 0.994, 0.077], [-1.665, 0.655, 0.822], [-0.249, 1.683, -0.412], [1.252, -0.338, 1.477], [-0.258, -1.232, 0.276], [-0.026, 0.157, -1.220], [0.743, 1.373, 0.004], [-0.205, 0.686, 0.084], [-0.485, -2.180, 0.788], [1.185, -0.175, -0.313], [-0.583, -0.680, 0.264], [0.386, -1.238, -0.811], [0.114, 0.159, 0.706], [0.460, -0.009, -0.385], [0.043, -0.466, -1.304], [-1.205, 0.214, -0.420], [0.015, 0.124, 0.170], [0.448, 0.281, 0.569], [0.480, 0.358, 0.322], [-0.508, -0.278, -0.510], [-0.779, -0.292, 0.489], [-0.076, -0.569, -0.127], [-0.138, 0.464, -0.354], [0.651, 1.128, -0.600], [-0.282, 0.811, 0.548], [1.277, 0.076, 0.833], [-1.174, -1.002, -0.130], [-0.093, -0.240, -0.435], [0.024, 0.698, -0.339], [-2.002, -0.058, -1.039], [0.687, -1.270, -0.142], [-1.468, 0.710, 1.443], [1.476, 0.283, -0.470], [-0.312, -0.267, 0.477], [0.252, -0.030, -0.579], [0.953, -0.070, 0.354], [0.132, 0.232, 0.385], [0.473, -0.109, -0.395], [-0.087, 0.249, 0.171], [-0.083, -0.397, 0.062], [0.370, 0.163, 0.319], [-0.383, -0.023, 0.218], [-0.015, 0.082, -0.427], [-0.221, -0.221, 0.520], [0.452, 0.114, 0.022], [0.581, -1.187, 1.380], [-0.105, -1.178, -2.552], [0.181, 0.817, 0.605], [-0.336, 0.175, 0.513], [1.131, 2.547, 0.664], [-0.168, 0.206, -0.155], [0.433, -0.696, -0.822], [-0.185, -0.074, -0.018], [-0.082, 0.072, -0.053], [-0.271, -0.144, 0.094], [-0.657, 1.168, 0.246], [-0.968, -0.522, -0.156], [0.302, -1.158, -0.327], [0.897, 0.515, -1.474], [0.295, -1.084, -0.425], [0.130, 1.017, -0.589], [0.956, -1.507, -2.137], [-0.435, -0.085, 0.529], [-0.555, 0.367, 0.620], [0.897, 0.581, 1.052], [-0.156, -0.391, 0.469], [-0.230, -0.158, 0.911], [-0.573, 0.320, 0.018], [-0.151, -0.138, 0.105], [0.108, 0.362, 0.078], [-0.237, -0.225, 1.269], [-0.777, 0.266, -1.164], [-0.176, -0.150, 0.572], [0.100, -0.779, -1.774], [0.702, 1.382, 0.870], [-0.844, 0.063, -0.440], [1.996, 0.703, -0.075], [-0.009, -0.184, -0.189], [-0.139, 0.165, -0.160], [-1.298, -0.010, 1.432], [0.523, 0.190, -0.331], [0.090, -0.114, 0.469], [-0.039, -0.703, 0.008], [-0.341, -0.172, -0.033], [0.046, -0.417, -0.486], [-0.360, -0.157, 0.627], [-0.359, -0.048, 0.166], [-0.055, -0.152, -0.091], [-0.051, 1.914, -1.005], [0.001, -0.954, -0.048], [0.277, -0.837, 0.476], [0.150, 0.651, 1.572], [0.595, -0.128, -0.041], [-0.807, -1.006, 0.112], [0.155, 0.906, -1.838], [-0.593, -0.310, 0.629], [0.462, -0.810, 0.723], [0.072, 0.125, 0.377], [0.464, 0.018, -0.236], [-0.633, -0.150, -1.017], [0.010, 0.677, -0.039], [0.387, 0.035, 0.009], [-0.433, -0.280, 0.177]], "lowdin_charge": [-0.274, 0.530, -0.272, -0.105, -0.103, -0.281, -0.088, -0.115, -0.302, -0.064, -0.143, 0.084, 0.054, 0.075, 0.071, 0.080, 0.083, 0.045, 0.089, 0.082, 0.078, 0.077, 0.068, 0.086, 0.063, 0.053, 0.072, 0.067, 0.096, -0.292, 0.550, -0.289, -0.080, -0.139, -0.265, -0.100, -0.091, -0.292, -0.107, -0.084, 0.087, 0.068, 0.059, 0.073, 0.092, 0.063, 0.076, 0.035, 0.072, 0.080, 0.088, 0.068, 0.072, 0.063, 0.072, 0.084, 0.060, 0.073, -0.301, 0.553, -0.283, -0.086, -0.101, -0.306, -0.141, -0.094, -0.297, -0.124, -0.122, 0.062, 0.048, 0.060, 0.082, 0.079, 0.064, 0.076, 0.085, 0.071, 0.078, 0.083, 0.065, 0.077, 0.073, 0.081, 0.064, 0.104, 0.064, -0.276, 0.544, -0.268, -0.093, -0.123, -0.254, -0.087, -0.124, -0.291, -0.111, -0.097, 0.101, 0.050, 0.057, 0.076, 0.094, 0.027, 0.068, 0.083, 0.049, 0.054, 0.056, 0.060, 0.075, 0.061, 0.091, 0.099, 0.092, 0.054, -0.222, -0.230, -0.197, 0.713, -0.357, -0.331, -0.211, 0.099, 0.082, 0.088, 0.123, 0.097, 0.096, 0.096, 0.105, -0.202, -0.188, -0.189, 0.659, -0.313, -0.354, -0.210, 0.098, 0.116, 0.105, 0.094, 0.100, 0.074, 0.066, 0.068, -0.236, -0.198, -0.204, 0.703, -0.345, -0.318, -0.201, 0.113, 0.128, 0.127, 0.115, 0.096, 0.069, 0.088, 0.102, -0.176, -0.184, -0.234, 0.672, -0.307, -0.348, -0.260, 0.095, 0.108, 0.096, 0.106, 0.095, 0.076, 0.089, 0.079, -0.186, -0.188, -0.175, 0.708, -0.333, -0.339, -0.241, 0.073, 0.100, 0.064, 0.084, 0.118, 0.069, 0.064, 0.083]}